Computed, not measured: C28H30N4OS4Tc as an isolated structure, with ωB97M-V/def2-TZVPD.

The max |F| comes out at 0.0112 hartree/bohr. Its energy relative to the best compared isomer or geometry (same formula, charge and spin) is 3.105 eV. As for the frontier orbital gap (alpha / beta): 6.138 / 6.351 eV. As for the net charge: +4. For the lowest unoccupied orbital energy (alpha / beta), the calculation gives -11.658 / -12.220 eV. The calculation puts the HOMO energy (alpha / beta) at -17.797 / -18.571 eV. The calculation puts the total energy at -83033.0986 eV. Its expectation value of S² is 3.81. The multiplicity is 4.

Last column: Mulliken spin population.
Geometry (Å):
Tc1 2.65153 1.05696 -1.52731  1.909
S1 4.49086 1.88673 -2.81842  0.001
S2 3.33225 -0.75074 -3.01668  -0.063
S3 4.68959 -0.27791 -0.27727  0.143
S4 3.82636 2.69633 -0.14090  -0.054
O1 -8.14739 -2.29900 4.65265  0.219
N1 -3.25473 -1.48141 0.52260  0.022
N2 0.72057 0.02879 -2.04105  -0.034
N3 -2.94089 0.09929 2.06777  0.093
N4 1.03176 1.88603 -0.21429  -0.025
C1 -5.20655 -0.62470 3.61696  -0.072
C2 -5.72063 -2.39059 1.98724  -0.040
C3 4.50867 -0.19048 -4.31606  0.008
C4 4.28503 0.39226 1.34527  -0.004
C5 -7.13501 -2.04920 3.90140  0.168
C6 4.63111 3.66063 -2.55553  0.009
C7 -6.29846 -0.97190 4.34689  0.137
C8 -0.91972 1.15468 1.02494  -0.008
C9 -1.54967 -1.60338 -2.16161  0.025
C10 -4.89590 -1.32313 2.42352  0.156
C11 0.37676 -0.61072 -3.15832  0.037
C12 4.30763 1.31042 -4.51555  0.007
C13 -0.15473 -0.02669 -0.99389  0.017
C14 -1.27950 -0.86708 -0.99830  -0.030
C15 -3.71272 -0.89931 1.68229  0.072
C16 4.15740 -2.09079 -2.06895  0.002
C17 0.02578 0.98560 0.01437  0.016
C18 0.01844 3.29385 1.45878  0.005
C19 -1.96065 0.16958 1.12786  -0.002
C20 -6.82267 -2.76316 2.69533  0.179
C21 3.96046 -1.89861 -0.56591  -0.002
C22 0.95698 3.03700 0.45663  0.032
C23 -0.89132 2.32769 1.79409  0.009
C24 -9.12213 -3.37325 4.35295  0.003
C25 4.71818 1.85327 1.22616  0.003
C26 -0.74840 -1.42820 -3.25845  -0.003
C27 -2.12692 -0.79423 0.15811  0.062
C28 5.05576 3.67950 -1.08871  0.008
H1 3.34390 1.57101 -4.94775  -0.004
H2 -4.56531 0.18492 3.93276  -0.004
H3 4.49759 2.40941 2.13608  -0.001
H4 4.86328 -0.07671 2.14230  0.005
H5 -3.66413 -2.27251 0.05383  -0.003
H6 4.26813 -0.75048 -5.21852  -0.001
H7 5.42551 4.05627 -3.19102  0.001
H8 -7.45345 -3.57367 2.36188  0.000
H9 2.90980 -1.93196 -0.27638  0.002
H10 4.49412 -2.69190 -0.04099  0.005
H11 5.21425 -2.07833 -2.33883  0.001
H12 5.11091 1.72744 -5.12561  0.001
H13 6.04567 3.24672 -0.95059  0.003
H14 1.67211 3.80138 0.20926  -0.002
H15 5.03364 4.68831 -0.67896  -0.001
H16 -6.57511 -0.46646 5.26249  -0.005
H17 -8.58668 -4.31859 4.35547  0.002
H18 -0.96018 -1.91237 -4.20134  0.000
H19 -5.49257 -2.93033 1.07753  -0.006
H20 -2.40985 -2.25765 -2.22652  0.002
H21 0.03522 4.25657 1.95021  0.000
H22 -1.62074 2.48063 2.57898  0.001
H23 -9.59922 -3.13332 3.40692  0.002
H24 5.78578 1.93958 1.01944  0.001
H25 5.52533 -0.42022 -3.99989  0.003
H26 3.22396 0.29199 1.57520  0.004
H27 3.72551 -3.02982 -2.41156  -0.002
H28 -9.82307 -3.31657 5.17629  0.000
H29 1.01587 -0.48963 -4.01656  -0.003
H30 3.70260 4.19215 -2.75271  -0.004